Here is an isolated molecule of C14H18N2O5 in a non-equilibrium geometry from the Open Molecules 2025 dataset. Energies are from ωB97M-V/def2-TZVPD.

XYZ file:
```
39
Properties=species:S:1:pos:R:3:forces:R:3:mulliken_charge:R:1
N 0.61552 -3.30623 1.41529 0.41 -1.27 -0.57 -0.6597
C 0.27323 -2.43934 0.33263 -3.08 -1.45 0.19 -0.3798
C -1.19106 -1.92509 0.49263 -1.41 0.05 1.44 -0.5659
C -1.79703 -1.20161 -0.70580 -0.84 2.18 0.49 0.2336
C -3.31014 -0.90449 -0.60182 2.13 0.08 0.02 0.1682
O -3.88171 0.05987 -1.05562 0.07 -1.05 0.23 -0.5632
O -3.83096 -1.84670 0.17311 -1.23 -0.07 -0.10 -0.3867
C 1.13577 -1.30420 0.17113 1.77 0.08 2.34 0.5389
O 1.88203 -0.99335 1.11981 -0.89 0.17 -1.55 -0.6834
N 1.07037 -0.65330 -0.97918 0.94 -0.41 -1.20 -0.0967
C 2.17559 0.22683 -1.26354 -1.62 2.13 -0.02 -0.1220
C 1.52517 1.67290 -1.30399 1.65 1.98 -0.09 -1.4825
C 0.39146 2.08912 -0.42101 1.06 -2.05 2.22 0.7398
C -0.88849 2.29969 -0.76972 -2.62 1.02 -2.17 -0.2876
C -1.89610 2.72668 0.10363 -0.16 0.18 0.73 -0.4646
C -1.61198 2.88603 1.47166 1.20 -0.90 0.52 -0.3250
C -0.30693 2.49466 1.95358 -1.17 -0.02 -2.48 -0.9892
C 0.61449 2.06484 0.94343 0.20 1.71 3.07 0.1074
C 3.35666 0.03566 -0.24408 -0.96 4.82 0.89 0.3226
O 3.73184 0.92287 0.55328 -0.52 -2.60 -2.50 -0.6367
O 4.04094 -0.99983 -0.62739 1.99 -1.00 0.03 -0.4183
H 1.47135 -3.87120 1.17779 -1.13 1.23 0.92 0.2843
H 0.66981 -2.73525 2.23829 0.77 -0.24 0.53 0.2827
H 0.16046 -3.07904 -0.53032 0.50 0.00 -0.80 0.3636
H -1.36326 -1.21664 1.38794 0.73 -1.13 -1.08 0.1959
H -1.81652 -2.82873 0.71009 0.70 0.71 -0.13 0.3783
H -1.47323 -0.15920 -0.78767 0.69 -0.28 -0.01 -0.1735
H -1.60988 -1.64005 -1.65200 0.17 -0.77 -1.01 0.3154
H -4.76500 -1.64012 0.16971 -0.94 -0.15 0.43 0.3528
H 0.76381 -1.17046 -1.79721 -0.29 0.02 0.53 0.4165
H 2.40837 -0.02239 -2.32355 0.84 0.35 0.93 0.6277
H 2.26911 2.52943 -1.16252 -0.34 -1.47 -0.24 0.3476
H 1.13842 1.85249 -2.28234 -0.02 -0.26 -1.15 0.4837
H -1.20648 2.25836 -1.82536 0.34 -0.15 0.37 0.1763
H -2.90176 2.92057 -0.32543 0.82 -0.11 0.54 0.3564
H -2.34627 3.21908 2.21588 0.13 -0.06 -0.58 0.3563
H -0.06762 2.53551 3.03041 0.03 -0.05 -0.86 0.4122
H 1.62625 1.95589 1.29843 0.28 -0.58 -0.06 0.3602
H 4.94379 -0.81326 -0.30018 -0.22 -0.62 0.17 0.4146
```
Forces are in eV/Å.

Computed properties:
**LUMO level**: 0.30 eV
**F_max**: 5.0 eV/A
**SMILES**: N[C@@H](CCC(=O)O)C(=O)N[C@@H](Cc1ccccc1)C(=O)O
**Energy relative to the best compared isomer or geometry (same formula, charge and spin)**: 257.1 kJ/mol
**HOMO-LUMO gap**: 9.2 eV
**Spin multiplicity**: 1